1.
CH8O4 | ωB97M-V/def2-TZVPD

Values from the calculation:
E   -343.82823 hartree
SMILES   C=O.O.O.O
Orbital gap   0.4090 Eh
Multiplicity   1

The geometry in XYZ format:
```
13
Properties=species:S:1:pos:R:3:lowdin_charge:R:1
O -2.853 -0.461 2.143 -0.073
O 3.248 0.219 -0.226 -0.004
O -2.604 0.803 -0.599 -0.057
O 0.043 0.237 -1.618 -0.041
C 3.404 -0.782 0.415 -0.135
H -1.749 0.789 -1.054 0.000
H 3.021 -0.897 1.442 0.084
H -3.167 1.397 -1.102 0.042
H 0.027 -0.618 -2.057 0.054
H -3.241 -1.341 2.147 0.025
H 0.896 0.230 -1.160 0.031
H 3.938 -1.670 0.033 0.081
H -3.050 -0.130 1.256 -0.008
```

2.
CH8P4 | ωB97M-V/def2-TZVPD

Values from the calculation:
E   -1408.21379 hartree
SMILES   CP(#[PH2])[PH]#[PH2]
Orbital gap   0.3281 Eh
Multiplicity   1

The geometry in XYZ format:
```
13
Properties=species:S:1:pos:R:3:lowdin_charge:R:1
P -0.946 1.753 -0.253 0.465
P 1.036 -0.900 -0.230 0.181
P -0.509 0.005 0.945 0.252
P 2.580 0.434 0.388 0.399
C -2.207 -1.106 0.170 -0.302
H -2.224 -1.839 0.890 -0.058
H 3.645 -0.177 -0.196 -0.185
H -0.077 1.403 -1.319 -0.170
H 2.465 1.309 -0.676 -0.183
H -2.117 -1.312 -0.934 0.022
H -0.196 2.516 0.521 -0.226
H -2.976 -0.263 0.109 0.004
H 1.527 -1.825 0.585 -0.200
```

Values of LUMO energy, in order: 0.4 0.7, all in eV.